{"formula": "C19H26N4O5S", "method": "the ωB97M-V functional and the def2-TZVPD basis", "symbols": ["C", "O", "C", "C", "N", "C", "C", "O", "C", "C", "C", "C", "C", "O", "C", "C", "N", "N", "C", "S", "C", "C", "O", "N", "C", "C", "O", "C", "C", "H", "H", "H", "H", "H", "H", "H", "H", "H", "H", "H", "H", "H", "H", "H", "H", "H", "H", "H", "H", "H", "H", "H", "H", "H", "H"], "coordinates": [[-0.67821, -2.76335, 2.46934], [-0.77424, -1.65725, 1.59578], [0.06582, -0.57783, 1.91452], [1.48348, -0.72429, 1.32347], [1.41431, -0.79087, -0.10995], [1.34702, 0.23089, -1.02006], [1.58696, 1.66430, -0.71064], [0.71509, 2.06583, 0.32608], [0.78595, 3.35574, 0.77183], [-0.08589, 3.68463, 1.81198], [-0.07557, 4.96058, 2.32936], [0.78847, 5.92872, 1.83966], [1.65524, 5.60316, 0.80572], [2.55060, 6.45531, 0.23650], [2.61228, 7.77969, 0.70851], [1.65160, 4.31171, 0.27260], [1.10836, -0.24283, -2.20947], [1.01163, -1.57688, -2.12217], [1.18418, -1.90378, -0.86732], [1.21077, -3.51556, -0.22295], [0.06934, -4.33969, -1.38295], [-1.33805, -4.28513, -0.80661], [-1.64808, -5.06092, 0.08250], [-2.21209, -3.38942, -1.30409], [-1.99112, -2.31653, -2.24908], [-2.26613, -0.97840, -1.54785], [-3.57594, -0.92738, -1.03588], [-3.77246, -1.96134, -0.09592], [-3.55089, -3.33166, -0.74138], [0.34913, -3.12770, 2.55546], [-1.29186, -3.55290, 2.03982], [-1.05297, -2.50104, 3.46541], [0.14496, -0.44707, 3.00144], [-0.39843, 0.31176, 1.47824], [1.95807, -1.64033, 1.68382], [2.08298, 0.13953, 1.61537], [1.40752, 2.23554, -1.62883], [2.63526, 1.80256, -0.40042], [-0.75776, 2.93073, 2.18831], [-0.75111, 5.21501, 3.13197], [0.77202, 6.91768, 2.26724], [3.38145, 8.26866, 0.11283], [2.89532, 7.81695, 1.76535], [1.66016, 8.30093, 0.56795], [2.33802, 4.10918, -0.53261], [0.20775, -3.89005, -2.36046], [0.38430, -5.38332, -1.38876], [-0.97527, -2.30405, -2.63860], [-2.69773, -2.43719, -3.07894], [-2.16764, -0.15372, -2.25451], [-1.54558, -0.84793, -0.72793], [-4.79940, -1.86530, 0.25975], [-3.07309, -1.83815, 0.74301], [-3.64957, -4.12956, -0.00514], [-4.27558, -3.47926, -1.54962]], "forces_ev_per_angstrom": [[-0.053, -0.051, 0.131], [0.008, 0.108, -0.115], [0.154, 0.131, -0.008], [-0.525, -0.006, 0.623], [-0.038, -0.214, -0.846], [-0.046, 0.088, 0.146], [0.333, 0.060, -0.204], [-0.146, 0.091, 0.100], [0.013, 0.231, 0.169], [-0.034, -0.121, -0.025], [0.000, -0.235, -0.084], [0.250, 0.370, -0.117], [-0.105, -0.065, 0.098], [-0.099, -0.382, -0.063], [0.005, 0.237, 0.094], [0.095, -0.117, -0.168], [-0.039, 1.201, -0.183], [0.205, -0.920, 0.160], [0.021, 0.085, -0.062], [0.167, -0.426, -0.006], [0.062, 0.227, 0.287], [0.102, -0.032, -0.320], [0.160, -0.329, 0.311], [-0.284, 0.022, -0.023], [0.112, 0.472, -0.128], [0.300, -0.118, -0.349], [-0.189, 0.148, -0.021], [-0.082, -0.360, 0.039], [-0.222, 0.114, 0.373], [-0.018, -0.029, 0.010], [0.062, -0.057, 0.048], [0.017, 0.021, -0.008], [-0.009, 0.025, -0.016], [0.132, -0.102, 0.131], [0.043, 0.166, 0.031], [0.035, -0.113, 0.008], [0.072, -0.086, 0.107], [-0.154, 0.088, -0.028], [-0.100, -0.099, 0.049], [-0.061, 0.013, 0.066], [0.031, 0.106, 0.010], [-0.066, 0.006, 0.070], [-0.026, -0.005, -0.043], [0.034, -0.028, 0.018], [0.078, -0.062, -0.102], [-0.014, -0.074, -0.049], [-0.084, 0.105, -0.033], [-0.163, -0.086, 0.032], [0.051, 0.031, 0.025], [0.049, -0.043, 0.023], [0.034, -0.007, -0.081], [0.056, -0.056, 0.027], [-0.094, -0.020, -0.047], [-0.049, 0.097, -0.108], [0.017, 0.002, 0.051]], "mulliken_charge": [-0.876, -0.158, -0.350, -1.238, 0.184, 0.732, -1.052, 0.038, 0.477, -0.796, -0.750, -0.643, 0.381, -0.404, -0.879, -0.118, -0.874, -0.361, 0.563, -0.200, -0.804, 0.731, -0.686, 0.051, -0.945, -0.019, -0.490, -0.138, -0.843, 0.340, 0.230, 0.342, 0.485, 0.239, 0.562, 0.343, 0.544, 0.475, 0.445, 0.378, 0.396, 0.253, 0.350, 0.358, 0.472, 0.448, 0.479, 0.561, 0.281, 0.416, -0.074, 0.412, -0.057, 0.461, 0.326], "multiplicity": 1, "relative_energy_kcal_mol": 79.27, "total_charge": 0, "largest_force_ev_per_a": 1.22, "lumo_ha": 0.0211, "homo_energy_ev": -8.63, "smiles": "COCCn1c(COc2cccc(OC)c2)nnc1SCC(=O)N1CCOCC1"}